Density functional theory data (the ωB97M-V functional and the def2-TZVPD basis) for an isolated molecule of C6H10O.

Each line ends with the natural charge from an NBO analysis.
Element x y z (Å)
C: 1.772 0.444 1.227  -0.807
C: 1.399 -0.110 -0.091  0.185
C: 0.340 -1.189 -0.131  -0.592
C: -0.965 -0.444 -0.529  0.247
O: -2.100 -1.177 -0.842  -0.686
C: -0.600 0.850 -1.171  -0.455
C: -1.048 0.740 0.344  -0.422
H: 2.807 0.072 1.291  0.281
H: 1.877 1.539 1.200  0.257
H: 1.227 0.145 2.140  0.173
H: 0.148 -1.730 0.812  0.191
H: 0.620 -1.907 -0.912  0.226
H: -1.987 -1.532 -1.734  0.472
H: -1.359 1.446 -1.655  0.224
H: 0.358 0.895 -1.688  0.266
H: -1.977 1.278 0.448  0.228
H: -0.512 0.680 1.291  0.214

Calculated values
Multiplicity   1
E_HOMO   -7.89 eV
Energy above the lowest of the compared OMol25 structures with the same formula, charge and spin   117.9 kcal per mole